Here is a cluster of 2 separate species, C2HN2S3 in total in a non-equilibrium geometry from the OMol25 dataset. Energies are from ωB97M-V/def2-TZVPD.

Properties
* net charge: -1
* ΔE to the lowest compared entry with this formula, charge and spin: 113.7 kcal/mol
* HOMO-LUMO gap (alpha / beta): 5.7 / 5.7 eV
* spin multiplicity: 1

Geometry (Å):
C -0.13337 -0.01989 1.56608
C 0.04004 -0.57711 -0.81675
N -0.37150 1.05486 0.82060
N -0.21782 0.71529 -0.47573
S -0.58707 1.98029 -1.45488
S 1.44094 -1.59624 -2.98124
S 0.23802 -1.45422 0.72384
H -0.40924 -0.10298 2.61807

How is the electron density shared among the atoms? According to Mulliken, the charges in e are:
1. C -0.1345
2. C -0.1642
3. N -0.6357
4. N 0.4512
5. S -0.4942
6. S -0.3015
7. S -0.0740
8. H 0.3529

***

Here is an isolated molecule of C2HN3 in a non-equilibrium geometry from the OMol25 dataset. Energies are from ωB97M-V/def2-TZVPD.

Properties
* ΔE to the lowest compared entry with this formula, charge and spin: 37.1 kcal/mol
* HOMO-LUMO gap: 10.0 eV
* structure (SMILES): N#CC1N=N1
* spin multiplicity: 1

Geometry (Å):
C -0.98278 -0.51952 0.00721
C 0.37774 -0.21384 0.11139
N -2.10537 -0.74090 -0.05745
N 0.78155 1.30270 -0.60669
N 0.78063 1.12255 0.58406
H 1.14822 -0.95099 -0.03852

How is the electron density shared among the atoms? According to Mulliken, the charges in e are:
1. C 0.2679
2. C -0.0813
3. N -0.3348
4. N -0.1224
5. N -0.0819
6. H 0.3526

***

What is the ΔE to the lowest compared entry with this formula, charge and spin in the first record?
113.7 kcal/mol